Below is a structure of composition C16H31MnNP2Se at a distorted geometry, with properties calculated with ωB97M-V/def2-TZVPD.

The geometry in XYZ format:
```
52
Properties=species:S:1:pos:R:3:forces:R:3
P -1.400430 -2.634303 -1.131222 0.982 -2.413 -3.345
P -0.998760 0.350540 -1.267355 1.989 2.313 -2.728
C -1.420697 -1.920855 -2.870301 0.344 -0.780 -0.751
C -0.790278 -0.520314 -2.897490 -0.242 0.132 -0.004
H -2.460246 -1.909695 -3.222338 0.126 0.100 0.192
H -0.885274 -2.632509 -3.509141 0.048 0.309 -0.389
H 0.299726 -0.567344 -3.045250 -0.296 -0.042 0.009
H -1.205191 0.127734 -3.682827 0.151 -0.242 0.042
C -2.665205 1.130006 -1.158116 -0.319 0.879 -0.796
H -2.554758 2.113228 -0.667406 -0.109 -0.355 -0.153
H -3.339703 0.515163 -0.528815 0.052 0.762 -0.608
H -3.111214 1.261749 -2.155174 0.081 0.050 0.260
C 0.204095 1.669363 -1.387319 0.394 0.867 0.020
H 0.009213 2.345357 -2.223345 -0.036 -0.074 -0.107
H 1.214181 1.257520 -1.499310 -0.358 -0.083 0.000
H 0.212273 2.277375 -0.473892 -0.042 -0.224 -0.190
C -2.197993 -4.270354 -1.393100 -0.135 -0.128 0.269
H -1.528962 -5.097989 -1.149124 0.040 0.119 0.063
H -2.503588 -4.389363 -2.432018 0.139 0.178 -0.085
H -3.102450 -4.377958 -0.793525 0.131 0.101 0.128
C 0.412682 -3.023088 -1.083830 -0.010 -0.056 0.009
H 1.010094 -2.109864 -1.193090 -0.172 -0.103 0.014
H 0.666043 -3.707961 -1.902439 -0.082 0.168 0.073
H 0.685364 -3.491015 -0.132115 -0.030 0.141 -0.328
Mn -1.948753 -0.988229 -0.021582 -2.176 -1.025 5.658
C 1.602270 3.699452 1.322072 -0.735 -0.195 0.060
C 0.606247 2.941875 1.792805 -0.041 0.603 -0.081
C 0.602633 1.527355 2.283818 0.457 -0.111 0.473
C 1.958893 0.834214 2.622966 -0.249 0.248 0.424
C 2.822991 0.366491 1.480017 -0.109 -0.698 -0.617
C 3.080949 0.929266 0.286959 0.482 -0.358 -0.215
C 3.311046 2.377429 -0.041085 -1.039 0.395 0.435
C 3.031180 3.316237 1.165665 0.778 0.042 -0.696
C -1.330608 -2.613029 1.175674 0.297 -1.214 1.131
H 1.358424 4.700610 0.953203 -0.081 -0.234 0.286
H -0.371330 3.431460 1.874984 0.179 -0.204 -0.208
H 0.005052 0.887765 1.605871 0.298 0.198 0.102
H 0.021297 1.541086 3.220486 0.121 -0.129 -0.203
H 2.523939 1.440766 3.350938 -0.333 -0.234 -0.031
H 1.643549 -0.099144 3.119448 0.322 0.419 0.127
H 3.190771 -0.668386 1.632230 -0.804 0.339 -0.556
H 3.230389 0.254798 -0.576587 0.796 0.139 0.654
H 2.688563 2.664774 -0.898222 0.148 0.201 0.063
H 4.351578 2.532500 -0.364354 -0.183 -0.386 0.128
H 3.418496 2.823671 2.072199 0.068 0.477 -0.380
H 3.580194 4.250791 0.952379 0.028 -0.440 0.470
H -0.653390 -2.032160 1.833007 -0.387 -0.287 -0.011
H -0.858835 -3.604111 1.045428 -0.326 0.381 0.216
H -2.319715 -2.783460 1.632092 0.445 0.114 0.258
Se -3.874059 0.050819 4.233776 -0.190 0.161 0.359
C -3.326504 -0.027378 2.579340 1.257 -0.510 -2.672
N -2.894189 -0.150876 1.465016 -1.670 0.687 3.231
```
Positions in Å, forces in eV/Å.

The total energy is -4917.92571 Ha. Its spin multiplicity is 6. The value obtained for the gap between HOMO and LUMO (alpha / beta) is 6.15 / 7.48 eV. The calculation puts the HOMO energy (alpha / beta) at -5.683 / -7.597 eV.

---

Below is a structure of composition C16H31NO3P2Re at a distorted geometry, with properties calculated with ωB97M-V/def2-TZVPD.

The geometry in XYZ format:
```
54
Properties=species:S:1:pos:R:3:forces:R:3
Re -0.232237 -0.492153 0.355633 2.108 -0.859 3.166
P 1.760205 0.126933 -0.537381 1.159 0.475 -1.156
P -1.591620 1.217077 1.009256 -1.626 0.706 -0.284
N -0.835271 -0.550499 -1.309606 -1.245 -1.078 -3.172
H 1.422542 -1.005252 1.013298 -0.969 -0.397 -2.159
C 2.884299 -1.270636 -0.903756 0.365 0.110 -0.138
H 3.776604 -0.864207 -1.395286 -0.042 -0.276 -0.056
H 2.376616 -1.979172 -1.569844 0.066 0.191 0.113
H 3.173264 -1.806773 0.002198 -0.084 0.050 -0.295
C 2.815016 1.345644 0.304494 0.226 -0.149 0.257
H 3.827201 1.283516 -0.107656 -0.065 0.158 0.111
H 2.848005 1.158959 1.381509 0.061 0.068 -0.093
H 2.403054 2.343272 0.132771 0.057 -0.104 0.030
C 1.808605 0.831512 -2.237076 0.115 0.137 -0.058
H 2.841773 0.827743 -2.596530 -0.074 0.137 -0.026
H 1.427937 1.853562 -2.246501 -0.045 0.005 -0.025
H 1.204478 0.232129 -2.920590 0.022 0.026 0.127
C -3.206609 0.386931 1.297605 -0.257 0.219 0.021
H -3.990977 1.151881 1.368303 0.070 -0.149 0.152
H -3.152157 -0.215464 2.214381 -0.041 0.208 -0.317
H -3.439144 -0.280065 0.457578 0.148 0.169 0.235
C -1.318770 2.110594 2.569380 0.113 0.041 0.221
H -2.284465 2.282458 3.064059 0.272 0.089 -0.106
H -0.827837 3.065122 2.357463 -0.061 -0.084 0.109
H -0.672611 1.505055 3.218753 -0.260 0.184 -0.177
C -2.044205 2.520987 -0.185318 -0.087 0.205 0.028
H -2.882705 3.109103 0.216664 0.280 0.004 -0.144
H -2.344916 2.076117 -1.143647 0.060 0.005 0.398
H -1.171844 3.163700 -0.367092 -0.259 -0.071 0.057
C -1.340852 -0.492942 -2.559096 -0.332 0.989 0.431
C -2.417725 -1.622040 -4.428897 -0.064 0.115 0.088
C -1.909825 -1.649869 -3.142877 0.201 -0.305 0.192
C -1.441757 0.738874 -3.282686 0.068 -0.381 -0.059
C -1.966148 0.763619 -4.570904 -0.001 -0.222 0.341
C -2.447400 -0.417703 -5.148152 -0.103 0.001 -0.512
H -2.812150 -2.548000 -4.862363 0.090 0.444 0.105
H -1.929490 -2.540541 -2.506250 0.043 0.172 -0.455
H -1.118398 1.647021 -2.779776 0.110 -0.121 -0.269
H -2.014126 1.713033 -5.112115 -0.036 -0.357 0.137
H -2.867651 -0.396212 -6.161553 0.220 -0.026 0.458
C 1.626288 -0.649989 3.056429 -3.272 0.322 0.937
O 0.445749 -0.484489 2.620130 2.695 0.151 1.571
C 2.557467 -1.720288 2.646513 0.904 -0.625 0.143
H 3.226908 -1.922726 3.500645 -0.276 -0.017 -0.217
H 3.232237 -1.399728 1.836371 -0.327 -0.060 0.244
H 2.030352 -2.642868 2.362391 0.101 0.447 -0.192
C 2.009207 0.149570 4.274806 0.600 0.196 0.032
H 1.352145 -0.122315 5.115030 0.123 0.125 -0.308
H 1.930135 1.231576 4.089151 -0.153 -0.330 0.052
H 3.046264 -0.085673 4.552982 -0.333 0.228 0.065
O 0.189948 -3.396623 1.439926 -1.792 0.397 0.792
C -0.921060 -2.951964 1.778389 1.014 -0.153 -0.715
O -1.464503 -1.856660 1.319162 0.190 -1.043 0.617
H -1.569823 -3.471130 2.519673 0.321 0.032 -0.292
```
Positions in Å, forces in eV/Å.

The total energy is -1669.59277 Ha. Its spin multiplicity is 4. The value obtained for the gap between HOMO and LUMO (alpha / beta) is 5.27 / 6.21 eV. The calculation puts the HOMO energy (alpha / beta) at -5.023 / -6.819 eV.

---

Below is a structure of composition C16H31NOP2W at a distorted geometry, with properties calculated with ωB97M-V/def2-TZVPD.

The geometry in XYZ format:
```
52
Properties=species:S:1:pos:R:3:forces:R:3
P -0.471165 -1.935825 -1.309826 -0.319 1.953 0.144
P -0.226741 1.528175 -1.657543 -0.858 -0.493 -1.313
C -0.967248 -0.894673 -2.777453 0.332 -1.358 -0.134
C -0.012466 0.259063 -2.958297 -0.350 1.583 -0.734
H -2.015248 -0.616391 -2.682045 -0.047 0.212 0.121
H -0.932501 -1.580653 -3.657178 -0.011 0.279 0.554
H 1.033047 -0.036901 -2.969212 0.105 -0.140 -0.232
H -0.248138 0.859138 -3.859677 0.310 -0.903 -0.151
C -1.818220 2.326861 -2.225745 0.303 0.124 0.003
H -2.107846 3.119325 -1.496967 0.056 -0.588 -0.565
H -2.655173 1.609266 -2.387722 0.579 0.581 0.196
H -1.530561 2.812497 -3.186873 -0.593 -0.261 0.546
C 0.896940 2.826683 -2.088577 0.509 0.921 -0.788
H 0.543329 3.329817 -2.987484 0.199 0.116 -0.180
H 1.892913 2.446211 -2.277581 0.284 -0.044 -0.049
H 0.962903 3.591886 -1.314644 -0.030 -0.065 0.137
C -1.731022 -3.340573 -1.211647 0.107 0.214 -0.276
H -1.600571 -3.886834 -0.242881 -0.119 0.416 -1.149
H -1.504144 -4.025584 -2.084337 -0.419 0.806 0.818
H -2.767703 -2.914847 -1.282195 0.905 -0.480 -0.044
C 1.092643 -2.637925 -1.692748 0.797 -0.264 0.170
H 1.880682 -1.898255 -1.736740 0.011 0.216 -0.053
H 1.078893 -3.125503 -2.641740 -0.288 -0.444 -0.786
H 1.377756 -3.376523 -0.961375 0.074 -0.333 0.362
W -1.007015 -1.742621 1.873661 4.263 4.106 3.950
C 1.367643 1.762345 2.715694 -0.793 -0.798 -0.089
C 0.077710 2.010901 2.413818 1.057 -1.701 2.291
C -0.552477 1.885078 1.105710 -1.050 0.063 -0.516
C -1.053294 0.405001 0.662213 -0.247 0.972 -2.864
C 0.124784 -0.403019 0.006141 -2.193 -1.056 -0.001
C 1.478568 -0.410696 0.318637 -2.304 -2.114 0.253
C 2.312527 0.756624 0.454298 1.307 0.189 0.141
C 2.508884 1.548906 1.784209 1.067 -0.697 -0.319
C 0.834863 -1.778662 3.207427 -1.026 0.044 -1.221
H 1.625664 1.404551 3.729360 -0.352 1.177 -0.264
H -0.592073 1.979628 3.280888 0.088 0.265 -0.313
H 0.149256 2.240811 0.298213 -1.119 -0.373 1.178
H -1.487801 2.471433 1.119442 0.474 0.029 -0.359
H -1.801463 -0.081968 1.414236 0.641 0.579 0.047
H -1.869993 0.571529 -0.188252 1.560 -0.418 1.776
H -0.583808 -2.295431 0.417227 -0.422 -2.730 -0.831
H 1.935764 -1.415546 0.261089 0.046 0.820 -0.249
H 2.021018 1.398723 -0.390029 0.005 0.129 0.381
H 3.294081 0.325937 0.206102 0.073 0.683 0.043
H 3.296312 0.991715 2.339083 -0.509 0.416 -0.276
H 3.006597 2.460577 1.452113 -0.126 0.261 0.319
H 1.461448 -1.066788 3.765125 -0.817 0.494 -0.588
H 1.532004 -2.500026 2.828248 0.194 -0.657 -0.457
H 0.166732 -2.220270 3.919507 -0.305 -0.747 1.020
O -3.569111 -1.010547 5.129401 0.815 0.768 -0.907
C -2.821005 -0.867062 4.251483 -0.687 -1.215 0.703
N -2.026173 -0.859549 3.315424 -1.176 -0.536 0.553
```
Positions in Å, forces in eV/Å.

The charge is +2. The total energy is -1507.06052 Ha. Its spin multiplicity is 3. The value obtained for the gap between HOMO and LUMO (alpha / beta) is 5.56 / 5.89 eV. The calculation puts the HOMO energy (alpha / beta) at -13.877 / -13.879 eV.

---

> Which formula does entry 1 have?

C16H31MnNP2Se

---

> Which formula does entry 1 have?

C16H31MnNP2Se

---

> Which of these has the lowest spin multiplicity?

C16H31NOP2W